(1)
The following is a quantum chemistry calculation of a 6-piece molecular cluster, C18H48O6 overall in a non-equilibrium geometry, from the OMol25 dataset.

Results
Structure (SMILES): CC(C)O.CC(C)O.CC(C)O.CC(C)O.CC(C)O.CC(C)O
HOMO level (eV): -9.5
Energy relative to the best compared isomer or geometry (same formula, charge and spin) (kcal/mol): 33.9
Lowest unoccupied orbital energy (eV): 0.625
Total charge: 0

Structure (XYZ):
```
72
C18H48O6 (ωB97M-V/def2-TZVPD)
C -0.422 1.095 0.637
C -1.048 -0.209 1.100
C -2.351 -0.023 1.861
O -1.256 -1.080 0.005
H -1.090 1.427 -0.165
H 0.563 0.897 0.221
H -0.405 1.870 1.400
H -0.356 -0.721 1.783
H -3.189 0.347 1.267
H -2.224 0.631 2.726
H -2.694 -1.003 2.202
H -1.290 -2.007 0.314
C 2.635 3.158 0.841
C 3.822 3.709 1.594
C 4.033 3.025 2.944
O 4.958 3.361 0.746
H 2.629 3.550 -0.174
H 1.706 3.483 1.320
H 2.606 2.070 0.881
H 3.839 4.796 1.697
H 4.158 1.949 2.881
H 3.164 3.283 3.561
H 4.837 3.524 3.492
H 5.739 3.512 1.291
C 4.194 0.738 -2.141
C 3.170 1.295 -3.099
C 1.746 1.303 -2.527
O 3.501 2.636 -3.475
H 4.236 1.263 -1.185
H 5.189 0.733 -2.596
H 4.010 -0.324 -1.954
H 3.087 0.705 -4.020
H 1.588 2.023 -1.721
H 1.489 0.262 -2.319
H 1.013 1.693 -3.240
H 4.129 2.956 -2.817
C -3.161 3.582 2.080
C -4.690 3.660 2.210
C -5.314 4.247 0.960
O -5.156 2.338 2.491
H -2.731 2.879 1.362
H -2.607 3.254 2.964
H -2.897 4.622 1.854
H -4.820 4.338 3.063
H -6.394 4.155 0.840
H -4.865 3.653 0.154
H -5.042 5.297 0.870
H -5.705 2.055 1.754
C -0.956 -5.683 0.764
C -1.849 -4.456 0.702
C -3.203 -4.641 1.351
O -1.172 -3.380 1.422
H -0.994 -6.022 1.804
H 0.064 -5.499 0.442
H -1.356 -6.501 0.160
H -1.946 -4.011 -0.290
H -3.031 -4.993 2.375
H -3.689 -5.518 0.911
H -3.829 -3.757 1.328
H -1.017 -3.691 2.321
C -0.268 -3.634 -2.368
C 0.675 -3.666 -3.569
C 1.898 -2.745 -3.397
O 1.136 -5.004 -3.722
H -1.114 -4.305 -2.516
H -0.652 -2.619 -2.226
H 0.243 -3.914 -1.445
H 0.188 -3.280 -4.464
H 2.288 -2.583 -4.408
H 2.762 -3.174 -2.890
H 1.579 -1.766 -3.039
H 1.910 -5.165 -3.181
```

(2)
The following is a quantum chemistry calculation of a 2-piece molecular cluster, C6H15NO4S2 overall in a non-equilibrium geometry, from the OMol25 dataset.

Results
Structure (SMILES): CCC[C@H](N)C=O.O=S(=O)(O)CS
HOMO level (eV): -9.5
Energy relative to the best compared isomer or geometry (same formula, charge and spin) (kcal/mol): 0.0
Lowest unoccupied orbital energy (eV): 0.625
Total charge: 0

Structure (XYZ):
```
28
C6H15NO4S2 (ωB97M-V/def2-TZVPD)
C 2.484 -0.910 0.786
C 2.626 0.268 -0.207
C 1.576 0.387 -1.424
C 0.148 0.217 -0.945
N -0.072 1.444 -0.203
C -0.351 -1.039 -0.197
O -1.014 -0.939 0.825
H 1.558 -0.979 1.163
H 2.858 -1.699 0.170
H 3.287 -0.654 1.461
H 2.486 1.110 0.459
H 3.662 0.344 -0.787
H 1.786 1.327 -1.760
H 1.768 -0.392 -2.171
H -0.688 -0.016 -1.809
H -1.052 1.410 0.127
H 0.582 1.496 0.531
H 0.043 -1.913 -0.714
O -5.040 -1.077 -0.664
S -3.755 -0.836 -0.235
O -2.684 -0.620 -1.155
O -3.284 -2.064 0.664
C -3.795 0.474 0.933
S -4.281 2.048 0.129
H -2.357 -1.889 0.831
H -2.747 0.702 1.378
H -4.582 0.327 1.771
H -4.745 1.492 -1.002
```

(3)
The following is a quantum chemistry calculation of an isolated molecule of C3H7N3O, from the OMol25 dataset.

Results
Structure (SMILES): C=N[C@H](N)C(N)=O
HOMO level (eV): -9.0
Energy relative to the best compared isomer or geometry (same formula, charge and spin) (kcal/mol): 34.4
Lowest unoccupied orbital energy (eV): 0.723
Total charge: 0

Structure (XYZ):
```
14
C3H7N3O (ωB97M-V/def2-TZVPD)
C 1.528 0.970 -0.927
N 0.624 0.087 -1.066
C 0.290 -0.433 0.257
N 0.558 -1.802 0.556
C -1.156 -0.057 0.591
N -1.669 0.990 -0.108
O -1.715 -0.598 1.528
H 2.203 0.978 -0.061
H 1.650 1.774 -1.643
H 0.815 0.278 0.939
H -0.220 -2.265 1.005
H 1.028 -2.348 -0.145
H -1.321 1.170 -1.039
H -2.616 1.255 0.113
```

(4)
The following is a quantum chemistry calculation of an isolated molecule of C4H5FS in a non-equilibrium geometry, from the OMol25 dataset.

Results
Structure (SMILES): FC1=CCSC1
HOMO level (eV): -8.6
Energy relative to the best compared isomer or geometry (same formula, charge and spin) (kcal/mol): 28.3
Lowest unoccupied orbital energy (eV): 0.891
Total charge: 0

Structure (XYZ):
```
11
C4H5FS (ωB97M-V/def2-TZVPD)
F 2.262 -0.590 -0.182
C 0.970 -0.151 -0.114
C 0.494 1.031 0.067
C -0.981 0.940 -0.167
S -1.606 -0.796 -0.101
C 0.085 -1.433 0.070
H 1.103 2.014 0.260
H -1.642 1.498 0.697
H -1.443 1.222 -1.103
H 0.484 -2.218 -0.613
H 0.276 -1.518 1.186
```

(5)
The following is a quantum chemistry calculation of C4H8FN2 as an isolated structure in a non-equilibrium geometry, from the OMol25 dataset.

Results
HOMO level (eV): -15.4
Energy relative to the best compared isomer or geometry (same formula, charge and spin) (kcal/mol): 74.1
Lowest unoccupied orbital energy (eV): -3.650
Total charge: +1

Structure (XYZ):
```
15
C4H8FN2 (ωB97M-V/def2-TZVPD)
C -0.490 1.267 1.334
C -0.907 0.711 -0.125
C 0.607 -0.854 0.952
C 0.639 -0.503 -1.458
N 0.311 0.634 2.010
N -0.273 -0.589 -0.298
F -1.099 2.402 1.714
H -1.991 0.740 -0.048
H -0.515 1.345 -0.864
H 1.665 -0.820 0.922
H 0.208 -1.617 1.660
H 1.509 0.168 -1.278
H 1.082 -1.500 -1.709
H 0.305 -0.152 -2.376
H -1.051 -1.233 -0.435
```

(6)
The following is a quantum chemistry calculation of a 3-piece molecular cluster, C28H29N3O9 overall in a non-equilibrium geometry, from the OMol25 dataset.

Results
Structure (SMILES): CC(=O)OCCCCCCc1cc2c(cc1O)C(=O)NC2=O.O=[N+]([O-])c1ccccc1.O=[N+]([O-])c1ccccc1
HOMO level (eV): -9.4
Lowest unoccupied orbital energy (eV): -1.848
Total charge: 0

Structure (XYZ):
```
69
C28H29N3O9 (ωB97M-V/def2-TZVPD)
C 4.943 -2.347 2.872
C 5.446 -1.309 1.704
O 6.374 -0.399 2.011
O 4.930 -1.408 0.330
C 4.077 -0.221 -0.005
C 4.913 1.017 -0.680
C 5.341 2.216 0.353
C 4.161 2.709 1.379
C 2.778 3.177 0.605
C 1.539 3.542 1.661
C 0.430 2.296 1.588
C -0.252 1.927 0.133
C -1.309 0.680 0.004
C -1.685 -0.195 1.343
C -1.085 0.133 2.841
C -0.014 1.409 2.928
O 0.560 1.756 4.258
C -2.712 -1.354 0.806
O -3.580 -2.131 1.467
N -2.479 -1.342 -0.717
C -2.116 0.036 -1.270
O -2.354 0.583 -2.473
H 5.932 -2.826 3.336
H 4.360 -1.821 3.740
H 4.317 -3.230 2.393
H 3.399 0.069 0.903
H 3.336 -0.620 -0.851
H 4.304 1.401 -1.603
H 5.924 0.542 -1.100
H 6.349 1.984 0.943
H 5.604 3.161 -0.327
H 4.499 3.611 2.064
H 3.879 1.831 2.137
H 2.499 2.307 -0.133
H 2.962 4.136 -0.078
H 1.993 3.576 2.757
H 1.029 4.584 1.409
H 0.053 2.547 -0.828
H -1.411 -0.517 3.764
H 1.110 0.996 4.615
H -1.513 -1.788 -0.721
O 1.241 3.948 -3.040
N 0.904 4.643 -4.010
O 1.690 5.291 -4.716
C -0.525 4.706 -4.341
C -1.453 4.019 -3.547
C -2.813 4.103 -3.853
C -3.239 4.861 -4.944
C -2.311 5.536 -5.739
C -0.949 5.462 -5.442
H -1.137 3.423 -2.693
H -3.541 3.578 -3.238
H -4.300 4.928 -5.175
H -2.651 6.123 -6.590
H -0.239 5.997 -6.070
O -4.235 -8.085 4.271
N -4.823 -8.432 3.236
O -5.412 -9.514 3.093
C -4.819 -7.501 2.101
C -4.134 -6.283 2.206
C -4.112 -5.412 1.115
C -4.773 -5.754 -0.066
C -5.463 -6.964 -0.164
C -5.489 -7.844 0.920
H -3.614 -6.002 3.119
H -3.578 -4.467 1.184
H -4.749 -5.075 -0.917
H -5.978 -7.222 -1.087
H -6.029 -8.784 0.826
```

Short version: HOMO-LUMO gap = 10.165 10.097 9.769 9.488 11.727 7.562 eV, in the order given.
Short version: total energy = -31728.1777 -37813.0415 -9741.5405 -17779.8050 -9965.6108 -52383.7013 eV, in the order given.